Record 1
Molecular formula: C29H62N6O5Si
Method: DFT, ωB97M-V/def2-TZVPD

CARTESIAN COORDINATES (ANGSTROEM)
C -5.6312 -0.8106 1.9175
Si -6.3692 -2.3204 1.0819
C -8.1234 -1.9300 0.5131
C -6.4852 -3.6702 2.3840
O -5.4255 -2.9711 -0.1284
C -4.7998 -2.1020 -1.0624
C -3.3060 -2.4004 -1.0633
C -2.6939 -2.1944 0.2969
C -2.3962 -3.2564 1.1109
C -1.8422 -3.0333 2.3895
C -1.5932 -1.7648 2.8233
C -1.9014 -0.6475 2.0214
N -1.6540 0.6081 2.5048
C -2.0053 1.5661 1.6980
C -2.5469 1.3617 0.4225
N -2.7640 0.1774 -0.0744
C -2.4572 -0.8672 0.7474
H -5.3068 -0.0376 1.2274
H -6.4362 -0.3670 2.5032
H -4.8452 -1.0603 2.6228
H -8.7256 -2.8122 0.7088
H -8.2083 -1.6276 -0.5235
H -8.5080 -1.1564 1.1723
H -7.1957 -3.4258 3.1649
H -5.4910 -3.7766 2.8119
H -6.7302 -4.6050 1.8867
H -5.1737 -2.3295 -2.0604
H -4.9991 -1.0475 -0.8831
H -3.2282 -3.4613 -1.2824
H -2.7795 -1.8325 -1.8222
H -2.5904 -4.2624 0.7840
H -1.6159 -3.8729 3.0240
H -1.1539 -1.6140 3.7959
H -1.8375 2.5831 2.0233
H -2.7530 2.2203 -0.1996
C 1.3988 2.1006 -1.7017
C 0.1920 1.1780 -1.8196
C 0.5441 -0.2586 -2.2298
O 0.8228 -0.4291 -3.6061
C 2.1489 -0.1257 -3.9976
N -0.8061 1.7776 -2.7092
H 1.7869 2.4170 -2.6700
H 1.1224 3.0024 -1.1561
H 2.2069 1.6159 -1.1505
H -0.2504 1.1216 -0.8212
H -0.3277 -0.8894 -2.0304
H 1.3700 -0.6518 -1.6220
H 2.8708 -0.3964 -3.2216
H 2.2541 0.9329 -4.2468
H 2.3674 -0.7047 -4.8947
H -1.6491 1.2081 -2.6906
H -0.4646 1.6894 -3.6625
C 2.8295 5.3671 4.1119
C 2.5140 5.7653 2.6734
C 1.8243 4.6570 1.8641
O 2.6833 3.6248 1.4238
C 2.9384 2.6066 2.3780
N 3.7404 6.2441 2.0308
H 3.6853 4.6947 4.1700
H 3.0752 6.2513 4.6997
H 1.9752 4.8756 4.5825
H 1.8124 6.6038 2.7151
H 1.4193 5.1056 0.9521
H 0.9754 4.2340 2.4185
H 2.0657 2.4116 3.0077
H 3.7958 2.8556 3.0079
H 3.1807 1.6968 1.8285
H 3.5165 6.6079 1.1089
H 4.3281 5.4357 1.8453
C 0.8575 0.1761 7.9265
C 0.6074 -0.1686 6.4619
C 1.8586 -0.0550 5.5751
O 2.2201 1.2685 5.2253
C 2.9961 1.9616 6.1846
N -0.4982 0.6471 5.9577
H 0.9558 1.2505 8.0808
H 0.0208 -0.1605 8.5381
H 1.7629 -0.3080 8.2989
H 0.2933 -1.2167 6.4246
H 1.6451 -0.5535 4.6253
H 2.7134 -0.5758 6.0268
H 3.6873 1.2905 6.7025
H 2.3657 2.4727 6.9162
H 3.5761 2.7173 5.6541
H -0.7237 0.3531 5.0099
H -0.1466 1.5933 5.8383
C 2.8621 -1.5786 -7.8413
C 2.7986 -2.3584 -9.1503
C 3.3629 -3.7834 -9.0484
O 4.7749 -3.8599 -9.0342
C 5.3806 -3.6670 -7.7700
N 3.4501 -1.5752 -10.2033
H 3.8725 -1.2364 -7.6167
H 2.2299 -0.6928 -7.9010
H 2.5111 -2.1853 -7.0036
H 1.7424 -2.4594 -9.4170
H 3.0527 -4.3347 -9.9401
H 2.9448 -4.3128 -8.1820
H 4.7683 -4.0825 -6.9644
H 5.5727 -2.6091 -7.5749
H 6.3385 -4.1861 -7.7824
H 3.3193 -2.0397 -11.0974
H 4.4532 -1.6163 -10.0439

Cartesian forces (eV/Å) of the 6 atoms listed first:
C -0.372 -0.051 -0.227
Si -0.322 -0.416 0.607
C 0.600 -0.118 0.366
C 0.481 0.379 -0.717
O -0.192 0.611 0.150
C 0.206 -0.394 -0.499

The HOMO-LUMO gap comes out at 8.70 eV. The SMILES is C[Si](C)(C)OCCc1cccc2nccnc12.COC[C@@H](C)N.COC[C@@H](C)N.COC[C@@H](C)N.COC[C@@H](C)N. Its charge is 0.

---

Record 2
Molecular formula: C4H6O2
Method: DFT, ωB97M-V/def2-TZVPD

CARTESIAN COORDINATES (ANGSTROEM)
C 0.5761 1.6198 -0.2290
C -0.8023 -0.5485 -0.2257
C 0.5655 -0.8444 -0.6274
O 0.5289 0.2871 0.3192
C -1.3849 -1.2168 0.9169
O -2.0016 -2.2661 0.8375
H 1.1773 2.2111 0.4625
H 1.0402 1.6036 -1.2169
H -0.4443 1.9953 -0.2989
H 1.1489 -1.6608 -0.1945
H 0.9239 -0.5399 -1.6132
H -1.3278 -0.6404 1.8693

Cartesian forces (eV/Å) of the 6 atoms listed first:
C 0.040 0.175 -0.121
C 0.018 -0.136 0.085
C 0.106 -0.062 -0.110
O -0.089 0.013 0.133
C -0.099 -0.161 -0.078
O 0.238 0.293 0.043

The HOMO-LUMO gap comes out at 9.14 eV. Its charge is 0.

---

Record 3
Molecular formula: C20H68N8O14
Method: DFT, ωB97M-V/def2-TZVPD

CARTESIAN COORDINATES (ANGSTROEM)
C 0.6004 4.4753 0.7514
C -0.3446 5.6673 0.9534
O 0.2534 6.3323 2.0524
H 1.6824 4.6313 0.7124
H 0.3034 3.9343 -0.1716
H 0.4094 3.6403 1.4714
H -1.3516 5.2773 1.0594
H -0.4886 6.3763 0.1174
H -0.3716 6.9043 2.5254
C 2.0334 -2.7117 -4.5966
C 2.2854 -1.7667 -3.3696
O 1.0514 -1.0577 -3.1846
H 1.1784 -3.3507 -4.4696
H 2.8944 -3.3157 -4.7806
H 1.9424 -2.1937 -5.5266
H 3.0154 -1.0377 -3.5946
H 2.5284 -2.3017 -2.4666
H 1.0454 -0.5147 -2.3266
C 1.2234 0.1493 3.5284
C -0.1096 0.9373 3.3024
O -0.2176 1.8683 4.2994
H 1.5264 -0.3997 2.6644
H 1.1714 -0.7057 4.2564
H 1.9474 0.8063 3.9414
H -0.9736 0.3813 3.2034
H -0.0006 1.3323 2.3144
H -0.4516 1.4503 5.1214
C 1.9514 -3.0727 2.3874
C 3.1364 -3.8777 1.8594
O 3.7934 -4.7517 2.7514
H 1.1144 -3.7157 2.5984
H 1.5814 -2.2837 1.6984
H 2.1734 -2.6477 3.2864
H 3.8364 -3.1147 1.5344
H 3.0714 -4.4177 0.9444
H 3.2434 -5.4957 2.8844
C 0.6124 2.2623 -3.3856
C 0.0084 1.7443 -4.6766
O -0.9936 2.6313 -5.1726
H -0.0466 2.1913 -2.5216
H 0.9404 3.3073 -3.4356
H 1.5174 1.6603 -3.2056
H -0.5426 0.8223 -4.5776
H 0.7574 1.6283 -5.4786
H -1.3876 2.3353 -6.0166
C 0.4064 -4.3197 -0.7146
C -0.6026 -4.0527 -1.8066
O -1.2186 -2.7777 -1.8246
H 1.3394 -3.7287 -0.7326
H 0.7114 -5.3777 -0.7816
H -0.0356 -4.1917 0.2794
H -1.3906 -4.7577 -1.6726
H -0.1586 -4.2137 -2.7696
H -1.2886 -2.5867 -2.7806
C -3.0706 3.0733 -0.3726
O -1.8776 2.5773 0.1574
N -3.0666 4.0683 -1.2046
N -4.2536 2.8433 0.0974
H -2.1736 4.3873 -1.6176
H -3.8486 4.3033 -1.8176
H -4.3416 2.0903 0.7804
H -5.2186 2.9853 -0.3506
C 0.8014 0.2573 -0.1866
O 1.8184 1.1873 -0.1666
N 1.0004 -0.9747 -0.4676
N -0.4796 0.5163 -0.1266
H 1.9424 -1.3987 -0.3976
H 0.2094 -1.5937 -0.6006
H -0.7296 1.4863 0.1494
H -1.2616 -0.1147 -0.0616
C -3.7076 -2.0187 0.3464
O -3.0456 -0.7797 0.0804
N -3.1736 -3.1497 0.1714
N -4.9146 -2.0657 0.7654
H -2.4826 -3.0017 -0.4996
H -3.5316 -4.0947 0.4554
H -5.4146 -1.1707 0.7674
H -5.4526 -2.9127 0.9604
C 4.6294 -0.8107 -0.1326
O 3.6174 -1.7577 -0.3996
N 5.8584 -1.1507 0.1424
N 4.3714 0.4573 -0.1266
H 6.1094 -2.1907 0.2344
H 6.6634 -0.5297 -0.1986
H 3.3714 0.7143 -0.2056
H 5.0684 1.1173 0.2634
C -4.4266 0.6953 2.9074
O -3.2396 1.0663 2.0324
H -5.3466 0.9253 2.4114
H -4.4346 1.2843 3.8964
H -4.3086 -0.3517 3.0854
H -3.2146 0.4553 1.3634
C -2.5936 0.9253 -2.6036
O -3.1216 0.3073 -3.8486
H -2.0006 0.2023 -2.0656
H -3.4486 1.1243 -1.9736
H -2.0086 1.8393 -2.9186
H -3.6146 1.0053 -4.2856
C 3.3614 3.1483 2.0694
O 4.2094 2.8393 3.1274
H 2.5104 2.5703 2.0564
H 3.8334 3.0333 1.0714
H 3.0864 4.1973 2.0194
H 3.7224 3.1713 3.8834
C -1.1026 -2.2027 2.7034
O -1.3976 -3.5027 2.2014
H -0.7426 -1.5667 1.8844
H -0.3516 -2.3007 3.4844
H -1.9856 -1.7267 3.1434
H -2.1136 -3.4997 1.4524

Cartesian forces (eV/Å) of the 6 atoms listed first:
C -1.115 -1.699 -1.306
C 1.176 -0.480 -0.271
O -0.782 0.783 0.900
H -0.484 0.629 -0.030
H 0.350 0.451 0.117
H 0.071 1.104 -0.004

The HOMO-LUMO gap comes out at 8.46 eV. Its charge is 0.

---

What highest occupied orbital energy values result from the calculations? In sequence: -9.1 -8.5 -8.7 eV.
What E_tot values result from the calculations? In sequence: -2136.40252 -306.32246 -2294.00639 a.u..
What M values result from the calculations? In sequence: 602.94 86.09 644.81 g mol⁻¹.